Here is a structure of composition C5H10NO from OMol25. Energies are from ωB97M-V/def2-TZVPD.

Each line ends with the Löwdin charge.
Cartesian coordinates (Å):
C -1.581 -0.425 -1.306  -0.09
C 3.256 0.270 -0.069  -0.05
C -2.295 -0.487 -0.243  -0.25
C 1.403 -0.210 0.316  0.02
C -2.530 0.720 0.688  -0.06
N 2.483 -0.580 0.943  0.20
O 2.038 0.594 -0.553  0.07
H -1.080 0.527 -1.701  0.10
H -1.571 -1.177 -2.159  0.09
H 3.749 1.115 0.303  0.14
H 3.820 -0.324 -0.916  0.21
H -2.946 -1.390 -0.033  0.13
H 0.283 -0.388 0.438  0.17
H -2.816 1.585 0.134  0.08
H -1.594 0.800 1.143  0.04
H -3.335 0.543 1.287  0.04
H 2.717 -1.174 1.728  0.18

Its maximum force is 5.56 eV Å⁻¹. As for the energy above the lowest of the compared OMol25 structures with the same formula, charge and spin: 102.23 kcal per mole. Its total charge is +1. Its LUMO energy is -4.75 eV. The frontier orbital gap comes out at 8.644 eV.


Here is a cluster of 2 separate species, C5H10NO in total from OMol25. Energies are from ωB97M-V/def2-TZVPD.

Each line ends with the Löwdin charge.
Cartesian coordinates (Å):
C -0.552 2.482 0.881  0.21
C -0.197 3.540 0.223  0.04
C 0.859 -0.706 -0.789  -0.04
C -0.972 -2.411 0.065  0.00
C -0.099 -1.108 0.317  -0.42
N -0.682 0.050 0.787  0.00
O -1.640 0.066 1.533  0.09
H -1.377 2.132 1.563  0.10
H 0.497 3.956 -0.540  0.11
H -0.895 4.487 0.394  0.18
H 1.774 -0.326 -0.396  0.08
H 1.046 -1.623 -1.324  0.08
H 0.321 -0.088 -1.600  0.12
H -1.245 -2.762 1.152  0.13
H -0.436 -3.080 -0.457  0.02
H -1.931 -2.229 -0.582  0.13
H 0.568 -1.490 1.104  0.18

Its maximum force is 6.23 eV Å⁻¹. As for the energy above the lowest of the compared OMol25 structures with the same formula, charge and spin: 189.33 kcal per mole. Its total charge is +1. Its LUMO energy (spin up / spin down) is -6.69 / -6.69 eV. The frontier orbital gap (spin up / spin down) comes out at 7.898 / 7.904 eV.


Here is the ion C5H10NO with charge +1 from OMol25. Energies are from ωB97M-V/def2-TZVPD.

Each line ends with the Löwdin charge.
Cartesian coordinates (Å):
C 2.234 -1.358 -0.761  0.17
N 1.254 -0.621 -0.469  0.15
C 0.194 -0.134 0.062  -0.33
C -1.151 -1.067 0.256  -0.08
C -2.393 -0.187 -0.016  -0.08
O 0.021 1.031 0.404  0.02
C 1.026 2.028 0.467  0.04
H 2.382 -1.480 -1.850  0.13
H 2.660 -1.962 -0.048  0.09
H -1.059 -1.955 -0.491  0.16
H -0.965 -1.129 1.328  0.12
H -2.238 0.729 0.672  0.12
H -2.364 -0.018 -1.043  0.05
H -3.344 -0.718 0.240  0.10
H 0.716 2.665 -0.332  0.10
H 2.066 1.565 0.234  0.14
H 0.960 2.611 1.348  0.10

Its maximum force is 4.95 eV Å⁻¹. The SMILES is C=[N+]=C(CC)OC. As for the energy above the lowest of the compared OMol25 structures with the same formula, charge and spin: 74.25 kcal per mole. Its total charge is +1. Its LUMO energy is -4.66 eV. The frontier orbital gap comes out at 10.972 eV.


Here is a cluster of 2 separate species, C5H10NO in total from OMol25. Energies are from ωB97M-V/def2-TZVPD.

Each line ends with the Löwdin charge.
Cartesian coordinates (Å):
O -2.223 -0.261 0.119  0.07
C -1.973 -0.314 -1.055  -0.24
C -0.585 -0.221 -1.610  -0.10
C 0.498 -0.775 -0.572  -0.08
C 0.688 0.276 0.469  -0.31
C 0.377 0.102 1.846  0.06
N 1.418 1.314 0.083  0.22
H -2.807 -0.303 -1.766  0.14
H -0.548 0.873 -1.696  0.13
H -0.302 -0.600 -2.590  0.12
H 0.092 -1.662 -0.111  0.13
H 1.293 -0.932 -1.303  0.13
H 1.040 0.434 2.634  0.05
H 0.154 -0.946 1.941  0.03
H -1.010 -0.096 3.605  0.35
H 1.871 1.952 0.730  0.15
H 2.016 1.160 -0.723  0.15

Its maximum force is 3.14 eV Å⁻¹. As for the energy above the lowest of the compared OMol25 structures with the same formula, charge and spin: 153.42 kcal per mole. Its total charge is +1. Its LUMO energy is -7.23 eV. The frontier orbital gap comes out at 6.463 eV.


Question: Which formula does entry 3 have?
Answer: C5H10NO


Question: Look up the energy above the lowest of the compared OMol25 structures with the same formula, charge and spin of the second one.
Answer: 189.33 kcal per mole


Question: What is the maximum force in the third record?
Answer: 4.95 eV Å⁻¹


Question: What is the total charge in the second record?
Answer: +1